[1]
Formula: C27H41CsN5O5S2Si
Source: the Open Molecules 2025 dataset
Level of theory: the ωB97M-V functional and the def2-TZVPD basis

```
82
Properties=species:S:1:pos:R:3:forces:R:3
Cs 0.9155 2.1665 0.2199 1.469 -2.836 -0.144
O 0.8624 4.6408 0.5014 -0.064 1.499 0.178
N -0.1906 5.3241 0.4632 -0.200 0.341 -0.006
N -1.2619 4.6390 0.2729 -0.626 0.283 -0.044
O -1.2995 3.3361 0.1387 -1.043 1.160 0.031
C -2.4963 5.3768 0.2251 0.289 -0.328 0.011
C -3.6646 4.6363 0.1613 -0.195 0.045 -0.021
C -4.8885 5.2931 0.1132 0.053 -0.048 -0.001
C -4.9466 6.6776 0.1249 0.063 0.006 0.007
C -3.7626 7.4062 0.1842 -0.017 0.001 -0.005
C -2.5355 6.7664 0.2324 0.027 0.113 0.017
H -3.5866 3.5600 0.1475 -0.001 -0.006 0.003
H -5.7997 4.7096 0.0645 -0.002 0.012 0.001
H -5.9008 7.1873 0.0860 0.000 0.004 -0.001
H -3.7919 8.4888 0.1890 -0.010 0.000 0.001
H -1.6135 7.3273 0.2763 -0.030 -0.020 0.001
C -4.6511 -5.3034 0.1551 0.084 -0.048 0.037
N -3.2416 -5.5213 -0.0867 -0.248 0.019 -0.095
C -2.6761 -6.6919 -0.5511 -0.047 0.042 0.098
C -1.3607 -6.4760 -0.6689 -0.033 0.065 -0.004
N -1.1125 -5.1587 -0.2863 0.334 0.005 -0.160
C -2.2970 -4.5437 0.0833 0.032 -0.086 0.129
S -2.6374 -3.0279 0.6744 0.015 -0.116 -0.023
C 0.2020 -4.5879 -0.3525 -0.188 -0.127 0.100
C 1.3092 -5.4343 -0.3782 0.012 0.001 0.096
C 2.5618 -4.8519 -0.4655 0.044 0.014 -0.019
C 2.6669 -3.4726 -0.5183 0.020 -0.077 0.027
C 1.4962 -2.7338 -0.4795 0.129 -0.050 0.029
N 0.2791 -3.2774 -0.4016 0.173 0.175 -0.189
H -5.1789 -6.2283 -0.0704 -0.015 0.011 0.002
H -5.0217 -4.4948 -0.4728 0.009 0.012 -0.015
H -4.8152 -5.0192 1.1936 0.007 -0.001 0.005
H -3.2561 -7.5752 -0.7480 -0.025 0.020 -0.014
H -0.5910 -7.1390 -1.0108 0.016 0.048 -0.040
H 1.2203 -6.5076 -0.3018 -0.042 0.013 0.029
H 3.4457 -5.4783 -0.4772 -0.005 0.001 -0.005
H 3.6152 -2.9501 -0.5633 -0.020 0.011 -0.004
H 1.6063 -1.6570 -0.5020 -0.324 0.030 0.003
C 5.2504 -0.9004 -2.9759 -0.045 -0.050 -0.041
C 6.4206 -0.0117 -2.5671 -0.099 -0.002 0.123
C 7.7158 -0.8153 -2.5434 0.077 -0.085 -0.050
C 6.5414 1.1666 -3.5238 -0.001 0.036 -0.084
O 6.2212 0.5524 -1.2778 0.001 -0.020 0.073
Si 5.4627 -0.0582 0.0720 0.071 -0.028 0.051
S 3.4329 0.0711 0.0671 0.306 -0.089 -0.034
O 6.2030 0.7372 1.3316 0.065 -0.083 -0.070
C 6.5744 2.1035 1.4849 -0.149 -0.102 -0.075
C 5.5258 3.0287 0.8765 -0.023 0.067 -0.028
C 6.6747 2.3386 2.9856 -0.002 0.049 0.077
C 7.9298 2.3230 0.8239 0.102 0.054 -0.047
O 6.0376 -1.6246 0.1766 0.047 0.096 -0.083
C 6.3170 -2.4377 1.3071 -0.133 0.101 0.003
C 7.6784 -2.0557 1.8772 0.092 0.004 0.041
C 5.2298 -2.2867 2.3659 -0.032 -0.010 0.100
C 6.3494 -3.8708 0.7914 0.008 -0.100 -0.008
H 5.3893 -1.2434 -4.0049 -0.021 -0.010 0.016
H 4.3107 -0.3527 -2.8976 0.022 0.004 -0.017
H 5.1800 -1.7734 -2.3230 0.026 0.029 -0.008
H 7.8955 -1.2887 -3.5131 0.014 0.023 0.011
H 7.6550 -1.5884 -1.7763 -0.021 0.024 -0.023
H 8.5580 -0.1598 -2.3121 0.005 -0.004 0.017
H 6.7195 0.8260 -4.5473 0.007 0.000 0.026
H 7.3696 1.8088 -3.2185 -0.005 0.008 0.004
H 5.6232 1.7554 -3.5038 0.000 -0.009 0.002
H 4.5454 2.8163 1.3028 0.000 0.003 0.013
H 5.4590 2.8845 -0.2037 0.020 -0.018 0.028
H 5.7838 4.0724 1.0753 -0.007 -0.018 -0.008
H 5.7063 2.1618 3.4561 0.003 -0.001 -0.011
H 6.9891 3.3630 3.2012 0.000 -0.019 -0.009
H 7.4013 1.6493 3.4201 -0.005 0.000 0.006
H 7.8823 2.0375 -0.2272 -0.026 0.015 0.032
H 8.6897 1.7134 1.3179 0.004 -0.016 -0.015
H 8.2244 3.3739 0.8949 0.015 -0.019 0.018
H 7.6725 -1.0111 2.1877 -0.021 -0.029 -0.011
H 8.4505 -2.1873 1.1155 0.001 0.006 0.003
H 7.9233 -2.6845 2.7378 0.011 0.002 -0.016
H 5.1877 -1.2605 2.7366 0.034 -0.029 -0.028
H 5.4329 -2.9554 3.2074 -0.024 0.007 -0.009
H 4.2521 -2.5258 1.9447 0.012 -0.003 0.004
H 7.0672 -3.9530 -0.0270 0.004 -0.002 0.005
H 5.3644 -4.1593 0.4181 0.040 0.019 0.013
H 6.6379 -4.5660 1.5840 -0.010 0.012 -0.006
```
Forces are in eV/Å.

Summary:
- frontier orbital gap (Eh) = 0.254
- net charge = -1
- molar mass (Da) = 740.78
- E (eV) = -76453.51774
- lowest unoccupied orbital energy (eV) = 2.17

Here are the Löwdin charges for atoms 1 to 5, given in e: 1.1708, -0.4571, -0.0800, -0.2849, -0.4556

[2]
Formula: C60H65Ge2IrN6PS4
Source: the Open Molecules 2025 dataset
Level of theory: the ωB97M-V functional and the def2-TZVPD basis

```
139
Properties=species:S:1:pos:R:3:forces:R:3
Ir -0.0396 -0.4948 0.2427 -0.142 2.654 0.439
C 1.8083 2.4724 -4.1227 -0.220 -0.192 0.225
N 1.1059 1.4239 -3.3673 0.030 0.063 -0.309
C 0.4214 0.3607 -3.9175 0.155 0.317 -0.049
C -0.1174 -0.3346 -2.8803 -0.286 -0.174 0.243
N 0.2204 0.3036 -1.7172 0.566 -1.115 0.757
C 0.9686 1.3478 -2.0204 -0.118 0.181 -0.715
P 1.5636 2.5832 -0.8488 -0.140 0.127 0.098
C 2.3817 1.4278 0.2660 0.546 0.078 0.391
N 1.8474 0.3248 0.7575 -0.528 -1.020 -0.670
C 2.7641 -0.2651 1.5879 -0.264 -0.114 0.107
C 3.8764 0.5182 1.6140 0.080 0.270 -0.125
N 3.6289 1.5851 0.7767 0.239 0.089 0.136
C 4.5320 2.7232 0.5453 -0.263 -0.243 0.018
C 0.0124 2.6959 0.0942 -0.392 0.513 0.199
N -0.6583 1.6769 0.6052 -0.429 -0.704 0.068
C -1.7855 2.1782 1.2087 0.366 -0.369 -0.041
C -1.7936 3.5335 1.0628 0.523 0.398 -0.242
N -0.6548 3.8580 0.3575 0.126 0.088 -0.058
C -0.2502 5.2125 -0.0500 -0.076 -0.385 0.100
H 1.9037 2.1578 -5.1551 -0.021 -0.106 -0.056
H 1.2570 3.4082 -4.0917 -0.102 0.024 0.017
H 2.7996 2.6362 -3.7150 0.096 -0.062 0.071
H 0.3740 0.1894 -4.9845 0.051 0.087 0.209
H -0.7239 -1.2337 -2.8878 0.253 0.154 0.067
H 2.5511 -1.1905 2.1099 0.035 0.207 -0.218
H 4.8124 0.3969 2.1432 -0.192 0.102 -0.126
H 5.4748 2.5303 1.0428 0.044 -0.101 0.053
H 4.7162 2.8574 -0.5157 -0.001 -0.072 -0.093
H 4.1071 3.6386 0.9462 -0.072 0.028 0.082
H -2.5039 1.5273 1.6984 0.490 0.263 -0.251
H -2.4938 4.2886 1.3995 0.433 -0.197 -0.221
H -0.9828 5.9244 0.3131 -0.086 -0.034 0.063
H 0.7193 5.4665 0.3659 0.081 -0.022 0.098
H -0.1980 5.2896 -1.1314 -0.045 -0.046 -0.109
C -1.6781 -2.8551 -5.6638 0.062 -0.020 0.121
C -0.8521 -3.6335 -4.6629 -0.041 0.102 -0.143
C 0.4659 -3.2811 -4.3874 0.014 0.023 -0.050
C 1.2406 -3.9905 -3.4773 0.045 -0.036 0.076
C 2.6861 -3.6005 -3.2628 -0.147 -0.070 0.006
C 0.6649 -5.0797 -2.8005 -0.068 -0.107 0.092
C -0.6514 -5.4753 -3.0919 0.060 -0.104 0.064
C -1.2845 -6.7069 -2.4693 0.017 0.202 -0.193
C -1.3884 -4.7356 -4.0157 -0.133 -0.129 0.063
C 1.4885 -5.8516 -1.8072 0.028 0.068 0.217
C 2.4323 -6.7515 -2.2928 -0.009 0.018 -0.079
C 3.2452 -7.4642 -1.4241 -0.011 -0.027 0.038
C 3.1043 -7.2994 -0.0556 0.036 0.045 0.048
C 2.1595 -6.4196 0.4787 -0.011 0.264 -0.208
C 1.3476 -5.6806 -0.4102 -0.051 -0.177 -0.034
Ge 0.0985 -4.2896 0.2070 0.243 0.433 0.038
S 1.1326 -2.4011 -0.3494 -0.282 -0.231 0.041
S -2.0186 -4.0353 -0.5072 -0.039 0.068 -0.019
Ge -2.2662 -3.2166 1.5613 0.142 -0.427 0.045
S -1.8269 -1.0162 1.5388 1.007 -0.322 -0.661
S -0.4395 -4.2231 2.3829 -0.127 -0.028 0.069
C -3.9527 -3.5799 2.4999 -0.001 0.188 -0.058
C -4.3413 -4.9103 2.7441 -0.090 0.066 -0.054
C -5.4904 -5.1576 3.4959 -0.038 -0.009 0.014
C -6.2669 -4.1206 3.9863 0.015 -0.031 -0.023
C -5.9125 -2.8142 3.6995 0.039 0.135 -0.011
C -4.7659 -2.5227 2.9567 -0.016 -0.153 0.004
C -4.5758 -1.0679 2.6376 -0.345 -0.045 0.108
C -4.9752 -0.5786 1.3875 -0.080 -0.106 -0.032
C -5.3910 -1.5120 0.2705 0.059 0.121 0.060
C -4.9650 0.7975 1.1628 -0.104 -0.045 -0.125
C -4.5899 1.6939 2.1525 -0.360 -0.005 0.218
C -4.6599 3.1862 1.9190 -0.196 -0.152 0.022
C -4.1686 1.1853 3.3809 -0.142 -0.014 0.073
C -4.1566 -0.1828 3.6405 -0.019 0.036 0.093
C -3.6825 -0.7005 4.9818 -0.062 0.064 -0.126
C -3.6737 -6.1295 2.1783 -0.098 0.043 -0.086
C -4.0111 -6.5707 0.8914 -0.039 0.146 0.053
C -4.9273 -5.7940 -0.0347 0.125 -0.145 0.092
C -3.5321 -7.8071 0.4580 -0.057 -0.001 -0.121
C -2.7859 -8.6321 1.2810 0.059 -0.099 0.026
C -2.3633 -10.0080 0.8216 0.000 0.143 0.043
C -2.4756 -8.1754 2.5631 0.027 -0.133 -0.005
C -2.8958 -6.9398 3.0231 -0.017 0.112 0.113
C -2.5680 -6.5029 4.4347 -0.061 -0.079 -0.169
C 2.0733 -6.3472 1.9795 0.129 0.054 -0.094
C 1.4763 -7.4143 2.6575 -0.069 -0.044 -0.050
C 0.9534 -8.6223 1.9113 0.182 0.125 0.117
C 1.4167 -7.3891 4.0507 -0.096 -0.118 -0.033
C 1.9708 -6.3518 4.7847 -0.025 -0.012 0.161
C 1.9038 -6.3374 6.2958 -0.037 0.061 -0.159
C 2.6162 -5.3300 4.0944 0.051 0.085 0.020
C 2.6883 -5.3098 2.7074 0.020 -0.071 -0.109
C 3.4643 -4.2094 2.0173 -0.059 -0.166 0.115
H -1.1153 -2.0086 -6.0693 -0.069 -0.096 0.040
H -2.5977 -2.4731 -5.2078 0.108 -0.031 -0.039
H -1.9737 -3.4915 -6.5015 0.025 0.050 0.038
H 0.9084 -2.4262 -4.8997 -0.043 -0.167 0.049
H 2.8624 -2.5789 -3.6079 -0.027 -0.065 0.021
H 3.3503 -4.2675 -3.8206 -0.029 0.042 0.018
H 2.9692 -3.6610 -2.2112 -0.026 0.012 -0.044
H -0.6825 -7.1199 -1.6634 -0.011 -0.003 0.037
H -1.4104 -7.4852 -3.2284 0.036 0.050 0.041
H -2.2738 -6.4713 -2.0692 0.077 -0.016 -0.018
H -2.4149 -5.0377 -4.2339 0.206 0.051 0.053
H 2.5221 -6.8874 -3.3683 0.012 0.023 0.150
H 3.9870 -8.1536 -1.8147 -0.082 0.051 0.038
H 3.7309 -7.8626 0.6326 -0.072 0.073 -0.112
H -5.7839 -6.1897 3.6668 0.039 0.105 -0.003
H -7.1625 -4.3288 4.5628 0.086 0.006 -0.060
H -6.5415 -1.9890 4.0290 0.109 -0.139 -0.030
H -5.8839 -2.4082 0.6493 0.015 0.059 -0.009
H -4.5148 -1.8370 -0.3068 -0.066 0.019 0.054
H -6.0731 -1.0095 -0.4193 0.088 -0.028 0.050
H -5.2773 1.1725 0.1868 0.046 -0.058 0.184
H -4.4435 3.4393 0.8763 -0.109 -0.075 0.150
H -3.9561 3.7154 2.5664 -0.206 -0.070 0.034
H -5.6599 3.5620 2.1459 0.016 -0.026 0.016
H -3.8590 1.8779 4.1633 -0.003 -0.118 -0.097
H -3.1739 0.0868 5.5427 -0.053 -0.063 -0.065
H -2.9894 -1.5388 4.8577 -0.074 0.081 0.002
H -4.5197 -1.0608 5.5884 0.091 0.016 -0.075
H -5.3993 -4.9494 0.4643 0.011 0.012 -0.005
H -5.7183 -6.4459 -0.4154 0.058 0.037 0.042
H -4.3703 -5.4097 -0.8949 -0.059 -0.045 0.084
H -3.7971 -8.1520 -0.5421 0.015 0.048 0.160
H -2.8241 -10.2591 -0.1349 0.024 0.012 0.056
H -2.6569 -10.7659 1.5513 0.018 0.027 -0.036
H -1.2792 -10.0737 0.7003 -0.030 0.013 0.009
H -1.9240 -8.8193 3.2430 -0.016 0.031 -0.065
H -1.8926 -7.2153 4.9135 -0.047 0.063 -0.066
H -3.4741 -6.4260 5.0429 0.071 -0.004 -0.027
H -2.0872 -5.5224 4.4382 -0.003 -0.021 0.000
H 0.6714 -8.3839 0.8869 -0.062 -0.010 0.031
H 0.0932 -9.0427 2.4190 -0.085 -0.046 0.075
H 1.7233 -9.4010 1.8723 -0.042 0.072 -0.050
H 0.9369 -8.2175 4.5738 0.080 0.134 -0.097
H 1.4891 -7.2702 6.6822 0.032 0.069 -0.033
H 1.2731 -5.5143 6.6478 0.057 -0.086 -0.034
H 2.8971 -6.1982 6.7302 -0.068 -0.014 -0.029
H 3.0919 -4.5278 4.6599 -0.067 -0.126 -0.104
H 4.0938 -3.6776 2.7357 -0.030 -0.097 -0.033
H 2.8024 -3.4809 1.5517 -0.096 0.035 -0.094
H 4.1022 -4.6129 1.2276 -0.010 0.027 0.027
```
Forces are in eV/Å.

Summary:
- frontier orbital gap (spin up / spin down) (Eh) = 0.244 / 0.244
- net charge = +1
- molar mass (Da) = 1366.90
- E (eV) = -240719.47501
- lowest unoccupied orbital energy (spin up / spin down) (eV) = -2.87 / -2.87

Here are the Löwdin charges for atoms 1 to 5, given in e: 0.7902, -0.0083, -0.1039, -0.0256, -0.0926

[3]
Formula: C18H10Cl5PS2SbSe4Zr
Source: the Open Molecules 2025 dataset
Level of theory: the ωB97M-V functional and the def2-TZVPD basis

```
42
Properties=species:S:1:pos:R:3:forces:R:3
Zr 0.8594 0.3054 0.1026 2.155 -0.862 -0.468
Cl 2.1440 1.6095 2.6809 -0.080 0.085 0.226
C 2.6281 2.5369 1.2811 -0.293 0.084 -0.354
C 1.7958 2.3523 0.1936 0.204 -0.015 0.175
C 2.2717 2.7661 -1.0260 -0.268 -0.004 0.042
Cl 1.3456 2.1101 -2.3717 -0.025 0.121 -0.060
C 3.4698 3.4373 -1.1973 0.025 0.074 0.009
Cl 3.9960 3.9347 -2.7491 -0.019 0.030 0.012
C 4.2361 3.6892 -0.0532 -0.050 -0.012 0.035
Cl 5.6899 4.5828 -0.1878 0.042 0.007 -0.012
C 3.8368 3.2022 1.2000 0.013 0.060 -0.063
Cl 4.8272 3.4061 2.5855 0.018 -0.006 0.023
Se 5.1718 0.2762 -3.5582 -0.073 -0.042 0.109
Sb 5.8589 -0.7584 -1.5175 0.440 0.136 -0.186
Se 2.9697 -0.6101 -0.3196 -0.599 -0.082 0.289
Se 6.6848 0.6389 0.2374 -0.112 -0.003 -0.015
Se 6.2974 -3.0927 -1.4610 -0.088 0.033 0.026
S -0.0821 -1.9060 -1.4322 -0.169 0.099 0.047
P -1.1263 -1.6891 0.2379 -0.275 -0.224 -0.014
S 0.0501 -1.5563 1.8612 -0.052 0.050 0.096
C -2.4897 -2.8436 0.5003 0.066 0.024 -0.023
C -3.6119 -2.7771 -0.3194 -0.007 -0.029 -0.001
C -4.6368 -3.6940 -0.1533 -0.010 0.004 -0.013
C -4.5339 -4.6807 0.8192 0.007 0.000 0.005
C -3.4106 -4.7491 1.6305 -0.006 0.007 -0.007
C -2.3855 -3.8271 1.4758 -0.040 0.002 0.010
C -1.7738 0.0210 0.0469 -0.419 0.368 -0.055
C -2.0524 0.5261 -1.2333 -0.109 0.031 0.089
C -2.2904 1.8777 -1.4208 -0.039 0.023 -0.046
C -2.2410 2.7564 -0.3458 -0.013 0.001 -0.033
C -1.9900 2.2725 0.9262 -0.002 -0.041 0.081
C -1.7670 0.9129 1.1261 -0.264 0.116 0.072
H -3.6815 -2.0156 -1.0873 -0.002 -0.006 -0.001
H -5.5132 -3.6441 -0.7861 -0.002 0.001 0.000
H -5.3327 -5.4006 0.9422 -0.003 0.001 0.000
H -3.3296 -5.5209 2.3846 -0.003 0.002 -0.002
H -1.5067 -3.8653 2.1065 0.000 -0.008 0.001
H -2.0324 -0.1459 -2.0795 0.043 0.006 -0.029
H -2.4769 2.2545 -2.4179 0.003 -0.017 -0.002
H -2.3791 3.8174 -0.5070 -0.001 -0.002 0.004
H -1.9345 2.9515 1.7666 -0.006 -0.014 0.011
H -1.5554 0.5389 2.1189 0.017 0.002 0.018
```
Forces are in eV/Å.

Summary:
- frontier orbital gap (Eh) = 0.181
- net charge = -1
- molar mass (Da) = 1027.48
- E (eV) = -381607.98300
- lowest unoccupied orbital energy (eV) = 0.79

Here are the Löwdin charges for atoms 1 to 5, given in e: 0.6552, 0.6617, -0.7342, -0.4296, -0.7201

[4]
Formula: C5H8O
Source: the Open Molecules 2025 dataset
Level of theory: the ωB97M-V functional and the def2-TZVPD basis

```
14
Properties=species:S:1:pos:R:3:forces:R:3
O -1.9975 1.5189 -1.2061 0.176 -0.497 0.003
C -1.6179 0.3833 -1.0414 -0.124 0.339 0.047
C -0.7089 -0.0393 0.0798 -0.108 0.146 -0.016
C 0.3825 0.9524 0.5444 0.026 0.163 0.076
C 1.3445 -0.2506 0.6704 0.170 -0.036 0.081
C 0.3983 -1.0670 -0.2380 0.006 -0.172 -0.129
H -1.9254 -0.4237 -1.7484 0.015 0.121 0.136
H -1.3262 -0.3712 0.9263 0.039 0.020 -0.169
H 0.6676 1.6292 -0.2678 -0.068 -0.119 0.101
H 0.1885 1.5490 1.4392 -0.002 -0.118 -0.146
H 2.3760 -0.1154 0.3331 -0.171 -0.022 0.051
H 1.3566 -0.6494 1.6898 -0.001 0.062 -0.140
H 0.6975 -1.0017 -1.2907 -0.028 -0.031 0.138
H 0.2083 -2.1136 0.0136 0.069 0.144 -0.033
```
Forces are in eV/Å.

Summary:
- frontier orbital gap (Eh) = 0.396
- molar mass (Da) = 84.12
- E (eV) = -7361.06577
- SMILES = O=CC1CCC1
- lowest unoccupied orbital energy (eV) = 1.04

Here are the Löwdin charges for atoms 1 to 5, given in e: 0.0544, -0.2360, -0.2847, -0.1359, -0.1714